Entry 1:
Computed, not measured: C22H47AlBClN3O3 as an isolated structure, with wB97M-V/def2-TZVPD.

The orbital gap (alpha / beta) is 5.6 / 5.1 eV. Its multiplicity is 3. The net charge is -1. The HOMO energy (alpha / beta) comes out at -3.3 / -3.3 eV. As for the expectation value of S²: 2.008.

Geometry as XYZ:
```
78
Properties=species:S:1:pos:R:3:forces:R:3
C 4.3758 0.0511 -3.4267 0.3 -2.2 -1.2
C 4.2515 -1.3130 -3.8775 0.0 1.6 2.5
Al 2.5406 -2.2826 -4.3991 0.7 -1.3 1.2
Cl 3.1867 -3.9270 -5.8599 0.0 0.4 0.3
B 1.1350 -1.0885 -5.3831 -1.2 0.0 -1.3
O 0.9282 -1.3161 -6.8046 0.4 0.7 1.4
N 0.2804 -0.0171 -4.7790 0.7 -0.3 0.2
C 1.0931 1.2164 -4.7375 0.0 -0.6 0.5
C -0.2061 -0.3695 -3.4379 -0.6 0.9 0.3
H 4.8153 0.8113 -4.0953 1.5 -0.4 1.0
H 4.0988 0.3723 -2.4128 -1.8 0.3 -0.9
H 5.1961 -1.9040 -3.9201 -0.1 1.0 -2.3
H 1.9310 -3.0804 -3.1303 -0.2 -0.1 0.1
H 1.4749 -0.6513 -7.2312 0.0 0.1 -0.6
H 1.6916 1.2501 -5.6624 -0.2 0.5 0.3
H 1.7779 1.1282 -3.8675 0.1 0.3 -0.5
H 0.4842 2.1218 -4.5699 0.1 -0.2 -0.4
H 0.1741 0.3289 -2.6593 0.1 -0.4 -0.3
H 0.0576 -1.3927 -3.1255 -0.2 0.2 -0.2
H -1.3058 -0.2116 -3.4400 0.4 -0.4 0.2
C 3.1320 4.2313 0.6313 0.2 0.1 0.2
C 1.9237 3.3311 0.2674 1.0 1.8 -0.4
C 0.6870 3.7657 1.0670 -0.3 -0.4 0.3
C 0.7382 3.3631 2.5377 0.1 0.1 0.0
C 1.0357 1.8749 2.6791 -0.3 0.3 -0.1
C 2.2909 1.4373 1.9129 1.3 -0.4 1.5
N 2.2789 1.9022 0.4986 -3.0 -0.8 -0.4
O 1.4270 1.1538 -0.1729 1.1 0.2 0.1
C 3.5456 1.9627 2.6388 0.1 0.4 0.1
C 2.4255 -0.0909 2.0006 -0.3 -0.1 -0.5
C 1.6609 3.6226 -1.2161 -0.2 -0.6 -0.3
H 3.0583 4.6528 1.6347 0.1 -0.1 0.0
H 4.0726 3.6849 0.5531 -0.1 0.0 0.0
H 3.2162 5.0797 -0.0486 -0.2 -0.1 0.0
H -0.2099 3.3203 0.6223 0.1 -0.1 -0.1
H 0.5593 4.8488 0.9934 0.2 0.0 -0.2
H 1.4865 3.9560 3.0734 0.0 0.0 0.0
H -0.2198 3.5907 3.0125 0.0 0.0 0.0
H 1.1398 1.6356 3.7415 0.2 -0.1 -0.1
H 0.1690 1.3133 2.3272 0.1 0.0 -0.1
H 4.4490 1.7403 2.0679 -0.1 0.0 0.0
H 3.6477 1.4831 3.6137 -0.1 -0.1 -0.1
H 3.5222 3.0323 2.8377 0.0 0.0 -0.1
H 1.5472 -0.6089 1.6175 0.1 0.1 -0.1
H 2.5457 -0.3983 3.0403 0.0 0.2 0.0
H 3.2975 -0.4378 1.4435 0.0 0.0 0.0
H 2.5160 3.3371 -1.8324 0.0 -0.1 0.0
H 1.4848 4.6896 -1.3629 0.1 0.0 0.2
H 0.7779 3.1099 -1.5980 0.1 -0.2 0.1
C -3.2522 -4.2482 2.2920 0.1 -0.2 -0.2
C -3.7428 -2.8451 2.7318 -0.2 -2.1 0.3
C -5.0597 -2.5028 2.0196 -0.1 0.5 -0.3
C -4.8782 -2.1439 0.5462 0.0 0.0 0.0
C -3.8212 -1.0546 0.3811 -0.5 -0.1 0.2
C -2.4931 -1.4058 1.0587 1.4 -0.4 -1.7
N -2.6801 -1.8410 2.4683 -2.0 2.2 0.4
O -2.9383 -0.7803 3.1914 0.8 -0.4 0.2
C -1.7773 -2.5048 0.2477 -0.1 -0.3 -0.1
C -1.5471 -0.2021 0.9614 -0.3 0.3 0.5
C -4.0296 -2.9879 4.2342 0.1 0.6 0.2
H -3.6060 -4.5276 1.2998 0.1 0.0 0.0
H -2.1637 -4.3100 2.3011 0.0 0.1 0.0
H -3.6067 -5.0254 2.9704 -0.1 0.1 0.1
H -5.5375 -1.6533 2.5204 0.2 0.0 0.1
H -5.7565 -3.3405 2.1068 0.2 -0.1 0.1
H -4.6091 -3.0308 -0.0350 0.0 0.0 0.0
H -5.8290 -1.7941 0.1354 0.0 0.0 0.0
H -3.6555 -0.8728 -0.6841 0.2 0.0 0.1
H -4.2171 -0.1195 0.7907 0.1 0.0 0.2
H -0.8695 -2.8364 0.7546 0.0 0.0 0.0
H -1.4832 -2.1235 -0.7311 0.0 0.1 0.1
H -2.3959 -3.3777 0.0497 0.0 0.0 0.1
H -1.9755 0.7001 1.4015 0.0 -0.1 0.1
H -1.3336 0.0325 -0.0819 0.0 -0.2 0.0
H -0.5974 -0.4067 1.4540 -0.1 -0.1 0.0
H -3.1198 -3.2352 4.7852 0.0 0.0 0.0
H -4.7519 -3.7883 4.4016 0.1 -0.1 -0.2
H -4.4589 -2.0841 4.6668 0.2 0.1 -0.1
```
Positions in Å, forces in eV/Å.



Entry 2:
Computed, not measured: a 6-piece molecular cluster, C22H47BrF2N5O8 overall, with wB97M-V/def2-TZVPD.

The orbital gap is 8.5 eV. Its multiplicity is 1. The net charge is +1. The HOMO energy comes out at -11.9 eV.

Geometry as XYZ:
```
85
Properties=species:S:1:pos:R:3:forces:R:3
C -5.7246 0.3151 1.4715 0.5 -0.3 -0.4
C -4.7449 -0.3610 0.8832 -0.1 0.3 0.3
C -3.3667 -0.4858 1.4611 -0.7 -0.9 0.1
N -2.3466 -0.0889 0.4734 -0.3 0.1 0.5
C -1.6044 -1.1307 -0.1631 0.9 -0.3 -0.9
O -2.0053 -1.3477 -1.4956 -0.2 0.3 0.0
C -2.1442 -2.7202 -1.8228 -0.3 -0.1 -0.2
C -2.1868 1.2130 0.2490 0.5 -0.4 -0.7
N -2.8433 2.1371 0.9752 -0.1 0.2 0.4
C -2.4186 3.2944 0.5579 -0.2 -0.6 0.2
N -1.5311 3.1611 -0.4266 -0.1 1.0 -0.5
N -0.8655 4.2003 -1.0755 -0.4 -0.6 0.8
C -1.7928 5.1546 -1.6400 -0.3 0.3 -0.3
O -2.0609 6.1929 -1.1653 0.2 0.1 0.2
F -2.3390 4.6857 -2.7245 -0.1 -0.2 -0.2
C 0.1493 4.8180 -0.3084 0.4 0.0 -0.2
O 0.7625 5.7484 -0.6489 0.2 0.5 -0.3
F 0.3667 4.1718 0.8217 0.0 -0.5 0.4
N -1.3704 1.8126 -0.6784 -0.2 -0.4 0.3
C -0.4848 1.3574 -1.7411 0.9 0.8 -0.4
Br -1.0765 2.0588 -3.4659 -0.2 -0.4 0.0
C 0.9830 1.7610 -1.5308 0.0 -0.7 -0.5
C 1.8345 0.7943 -2.3583 -0.3 0.3 0.2
H -5.6452 0.5463 2.5215 0.1 0.8 0.0
H -6.5713 0.6341 0.8885 -0.6 -0.4 0.3
H -4.9016 -0.8806 -0.0516 0.1 0.4 -0.5
H -3.2105 -1.5348 1.6860 0.4 -0.2 0.0
H -3.2565 0.0525 2.3927 0.0 0.3 0.0
H -1.6837 -2.0727 0.3637 -0.3 0.1 0.6
H -0.5495 -0.8607 -0.1430 0.3 0.1 -0.1
H -2.8293 -3.2240 -1.1452 -0.1 -0.1 0.2
H -2.5670 -2.7810 -2.8160 -0.1 0.1 -0.2
H -1.1943 -3.2506 -1.8223 0.2 -0.1 0.2
H -2.7294 4.2414 0.9595 0.0 0.3 -0.1
H -0.5178 0.2910 -1.8777 -0.5 -0.3 0.3
H 1.1527 2.7853 -1.8342 0.0 0.3 0.1
H 1.2550 1.6001 -0.4934 -0.1 0.3 0.4
H 2.8888 1.0293 -2.2956 0.2 0.0 0.1
H 1.6336 -0.1937 -1.9706 0.3 -0.4 0.0
H 1.5308 0.7772 -3.3980 0.0 0.1 -0.2
C 2.5486 3.1389 3.3834 0.1 0.0 0.0
C 3.7926 3.7973 2.8178 -0.2 0.1 -0.2
O 3.9471 3.5101 1.4273 0.0 -0.2 0.1
H 2.5991 2.0589 3.2389 0.2 0.2 0.2
H 2.4376 3.3428 4.4487 0.0 0.0 0.0
H 1.6537 3.4953 2.8690 0.0 0.1 0.0
H 4.6837 3.4221 3.3162 0.1 0.0 -0.1
H 3.7539 4.8815 2.9587 0.0 0.0 0.1
H 3.1755 3.8588 0.9724 0.0 0.1 0.0
C -5.6707 -3.7801 4.6953 0.0 -0.1 -0.1
C -4.6654 -2.8484 4.0495 -0.2 0.0 -0.1
O -4.4273 -3.1926 2.6806 0.1 0.0 0.0
H -5.3207 -4.8105 4.6415 0.0 0.0 0.0
H -5.8315 -3.5184 5.7410 0.0 0.0 0.0
H -6.6305 -3.7322 4.1763 0.0 0.1 0.0
H -3.7037 -2.9106 4.5560 0.1 0.0 -0.1
H -5.0169 -1.8111 4.1044 0.0 0.0 0.1
H -5.2691 -3.1332 2.2171 0.0 -0.1 0.0
C 1.3633 -3.6134 -4.8563 -0.1 0.1 0.0
C 1.7799 -2.9041 -3.5826 -0.5 -0.1 -0.3
O 0.7966 -1.9174 -3.2088 0.1 -0.1 0.1
H 1.2382 -2.8958 -5.6677 0.1 0.0 0.0
H 2.1092 -4.3508 -5.1520 0.0 0.0 0.0
H 0.4057 -4.1253 -4.7246 0.1 -0.1 0.0
H 2.7174 -2.3803 -3.7206 0.0 0.1 0.1
H 1.9100 -3.6155 -2.7632 0.1 0.0 0.0
H -0.0314 -2.3835 -3.0740 -0.1 0.0 -0.2
C 6.6217 -1.1878 -1.9429 0.0 -0.1 0.0
C 5.4410 -1.5130 -2.8390 0.0 0.2 0.2
O 4.4627 -2.2956 -2.1611 0.0 0.0 0.1
H 7.0849 -2.1053 -1.5808 0.0 0.0 0.0
H 7.3720 -0.6024 -2.4760 0.0 0.0 0.0
H 6.2970 -0.6182 -1.0687 0.0 0.1 0.0
H 5.7654 -2.0946 -3.7009 -0.1 0.0 0.0
H 4.9767 -0.5883 -3.2057 0.1 0.0 -0.1
H 4.1554 -1.7920 -1.3958 0.1 -0.1 0.0
C 1.1587 -0.0664 2.1052 -0.1 0.0 0.1
C 2.2170 -1.1497 2.0809 0.3 0.3 0.0
O 3.3332 -0.7357 1.2964 -0.1 -0.1 -0.2
H 0.8349 0.1627 1.0912 0.0 0.0 -0.1
H 0.2886 -0.3647 2.6943 0.0 0.0 0.0
H 1.5672 0.8531 2.5289 -0.2 -0.2 -0.1
H 1.8314 -2.0631 1.6306 0.1 0.0 -0.1
H 2.5532 -1.3852 3.0935 -0.1 -0.1 0.1
H 3.6997 0.0622 1.6935 0.1 0.0 0.0
```
Positions in Å, forces in eV/Å.



Entry 3:
Computed, not measured: a 10-piece molecular cluster, C22H47NO12 overall, with wB97M-V/def2-TZVPD.

The orbital gap is 8.1 eV. Its multiplicity is 1. The net charge is 0. The HOMO energy comes out at -9.1 eV. Its structure (SMILES) is CC(=O)N(C)c1cccc2c1C(=O)C=CC2=O.CO.CO.CO.CO.CO.CO.CO.CO.CO.

Geometry as XYZ:
```
82
Properties=species:S:1:pos:R:3:forces:R:3
C -0.7725 -1.1763 0.5500 0.2 -0.2 0.1
C -0.1079 -0.8184 -0.8113 0.3 -1.1 -0.6
O 0.3503 -1.7415 -1.4725 -0.1 0.9 0.7
N 0.0318 0.5057 -1.3409 0.3 0.2 2.7
C 1.4301 0.8258 -1.7245 0.1 0.5 -0.9
C -0.5575 1.5152 -0.4936 -1.4 2.2 1.2
C 0.2078 2.3754 0.4302 -1.7 0.5 0.0
C -0.4266 3.4140 1.2410 -1.7 -0.9 -1.2
C -1.8781 3.6620 1.1723 1.4 -2.1 -1.8
C -2.6274 2.8004 0.2598 0.9 0.0 0.3
C -2.0022 1.7465 -0.5639 0.4 1.1 1.3
C -2.9530 0.9307 -1.4808 -0.2 0.1 0.8
O -2.5863 0.4351 -2.5185 -0.4 0.1 0.5
C -4.4173 0.7575 -0.9517 0.0 0.7 0.6
C -4.9908 1.7363 -0.2082 0.9 0.2 0.0
C -4.1667 3.0259 0.1237 0.6 -1.2 -0.5
O -4.6673 4.1216 0.2331 0.2 -0.7 0.3
H -1.8777 -1.3091 0.4321 0.8 0.4 0.1
H -0.3659 -2.1877 0.8338 -0.4 1.0 -0.5
H -0.4850 -0.4959 1.3918 -0.6 -0.4 -1.0
H 2.1594 0.7541 -0.8737 -0.6 -0.2 -0.7
H 1.7078 0.1606 -2.5749 -0.1 0.5 0.8
H 1.4333 1.8924 -2.0852 0.0 -1.1 0.3
H 1.3107 2.2860 0.5254 -1.1 0.0 -0.1
H 0.1752 4.0576 1.9187 -0.3 -0.7 -0.7
H -2.3879 4.4669 1.7529 0.6 -0.8 -0.6
H -5.0101 -0.1699 -1.1626 0.9 0.9 -0.2
H -6.0178 1.6542 0.2181 0.9 0.2 -0.6
C -4.6889 4.4606 4.1816 0.1 0.0 -0.5
O -5.3042 5.0089 3.0220 0.0 0.0 0.1
H -5.3051 4.6921 5.0484 0.0 0.0 -0.1
H -4.6064 3.3761 4.0786 0.1 0.0 0.3
H -3.6957 4.8998 4.3175 0.0 -0.1 0.2
H -4.7413 4.7905 2.2692 -0.3 0.1 -0.1
C 1.9727 0.5884 3.3486 0.1 -0.3 -0.1
O 1.5958 -0.3416 2.3420 0.2 0.1 0.1
H 1.1557 1.2942 3.4955 0.0 -0.1 -0.1
H 2.1681 0.0629 4.2868 0.0 0.2 0.1
H 2.8682 1.1334 3.0360 0.0 0.1 0.2
H 2.3335 -0.9573 2.2282 -0.2 -0.1 -0.3
C 4.4265 -2.4918 -0.0971 -0.2 -0.1 -0.3
O 3.2208 -2.5344 0.6623 -0.2 0.1 0.2
H 5.2625 -2.3189 0.5793 -0.1 0.0 0.0
H 4.5693 -3.4427 -0.6121 0.2 0.1 0.0
H 4.3746 -1.6769 -0.8246 0.2 0.0 0.0
H 2.4978 -2.6883 0.0406 0.0 0.1 0.1
C 4.4534 -5.7848 1.6044 0.0 -0.3 -0.2
O 5.2440 -5.6973 0.4247 0.1 0.0 -0.1
H 4.6229 -4.8950 2.2080 0.0 0.0 -0.1
H 3.3959 -5.8425 1.3348 -0.1 0.0 0.2
H 4.7421 -6.6712 2.1754 -0.1 0.1 0.2
H 5.0750 -6.4941 -0.0898 0.1 0.1 0.0
C -2.0581 0.2261 -5.8675 -0.3 0.2 -0.1
O -2.3003 0.9461 -7.0726 0.0 0.0 -0.1
H -1.0040 -0.0434 -5.8272 0.0 0.1 -0.1
H -2.3037 0.8500 -5.0065 0.1 -0.2 0.1
H -2.6638 -0.6838 -5.8523 0.1 -0.1 0.2
H -3.2359 1.1733 -7.0863 0.1 0.0 0.0
C 1.1283 -4.0626 -3.2220 0.1 -0.3 -0.2
O 2.4017 -4.6119 -3.5586 0.1 -0.1 -0.1
H 1.2439 -2.9998 -3.0374 0.1 -0.1 0.0
H 0.4301 -4.2115 -4.0502 -0.1 0.1 0.1
H 0.7443 -4.5453 -2.3202 -0.2 0.2 0.0
H 2.2734 -5.5535 -3.7174 0.1 0.1 0.0
C -7.4415 2.3322 5.7520 0.1 -0.3 0.1
O -6.0672 2.0475 5.9858 0.1 0.0 0.0
H -7.5555 3.4056 5.6103 0.1 -0.1 0.0
H -7.7819 1.8123 4.8530 -0.2 0.1 0.0
H -8.0385 2.0167 6.6115 -0.2 0.1 -0.1
H -5.9900 1.0952 6.1078 0.1 0.1 0.0
C 3.2078 4.9788 1.9505 0.2 -0.2 -0.1
O 2.8467 4.0709 0.9150 0.0 -0.1 0.0
H 2.3824 5.6707 2.1102 0.0 -0.1 -0.1
H 3.4027 4.4302 2.8757 0.0 0.2 0.1
H 4.0976 5.5411 1.6586 0.0 0.1 0.2
H 3.5905 3.4703 0.7913 -0.1 0.1 -0.1
C 5.6658 -4.9960 -4.8615 -0.3 0.0 -0.1
O 5.1578 -6.0888 -5.6187 0.0 -0.1 0.0
H 6.6146 -5.2899 -4.4150 0.0 -0.1 -0.1
H 5.8264 -4.1358 -5.5166 0.1 0.1 0.2
H 4.9596 -4.7356 -4.0699 0.1 0.2 0.0
H 4.3211 -5.8040 -6.0023 0.1 -0.1 0.0
```
Positions in Å, forces in eV/Å.



Entry 4:
Computed, not measured: a 6-piece molecular cluster, C22H47NO7P overall, with wB97M-V/def2-TZVPD.

The orbital gap is 6.7 eV. Its multiplicity is 1. The net charge is -1. The HOMO energy comes out at -4.6 eV.

Geometry as XYZ:
```
78
Properties=species:S:1:pos:R:3:forces:R:3
C -1.0804 0.2807 4.3848 -4.8 4.6 -6.2
C -1.8146 1.0139 3.4263 4.8 -3.9 6.1
C -2.4122 2.0357 2.2503 0.1 -0.4 2.8
P -1.6309 1.4036 0.5896 0.2 0.9 1.2
C -1.2147 3.2587 0.1650 1.2 2.1 -1.1
C 0.1916 3.7206 0.8809 2.1 -1.2 -1.4
N 1.4416 3.1779 0.6125 -5.7 1.4 0.2
C -3.3636 1.5909 -0.2818 -2.8 -0.3 -0.8
C -4.2967 0.2411 0.0010 -2.0 -3.0 -0.2
C -4.1622 -1.0439 -1.0473 -2.2 -0.5 2.7
C -4.9735 -2.4603 -0.8863 -0.1 3.6 2.7
C -5.9973 -2.6504 0.3954 2.1 3.7 -0.7
C -6.1909 -1.3596 1.4389 2.0 0.6 -2.3
C -7.2086 -1.4117 2.7396 1.5 0.1 -0.5
C -5.3523 0.0725 1.2465 0.9 -3.1 -3.1
O -0.8799 0.9323 -0.9069 0.7 -2.7 0.0
C -0.4818 -0.4858 -0.9178 0.6 -0.3 -1.2
C 0.8794 -0.8162 -0.0394 -0.3 -0.7 -1.2
O 0.6398 -1.0317 1.3953 0.0 -1.2 -1.7
C -0.2070 -2.2063 1.6547 -1.4 0.0 1.1
C 0.3792 -3.1363 2.8967 -0.5 0.7 -0.5
H -0.5107 -0.4104 5.1576 -1.7 1.9 -2.2
H -3.5823 2.0410 2.2395 2.2 -0.2 0.4
H -2.0481 3.1387 2.4961 -0.7 -2.4 -0.2
H -0.3636 1.3748 1.2958 -0.3 -0.4 -0.2
H -1.9497 0.0554 0.9822 0.0 0.0 -0.2
H -2.0955 3.9807 0.4478 1.8 -1.2 -0.4
H -1.0928 3.3199 -1.0134 0.0 0.0 2.4
H 0.1285 4.5779 1.6796 0.3 -1.7 -1.5
H 1.2246 2.4187 -0.0999 0.0 0.9 0.8
H -3.9791 2.5034 0.1479 1.2 -1.8 -0.8
H -3.2396 1.8131 -1.4476 -0.4 -0.9 2.4
H -3.4269 -0.8910 -1.9477 -1.6 -0.4 1.9
H -4.7624 -3.3023 -1.6940 -0.6 1.9 2.0
H -6.5618 -3.6822 0.5422 1.3 2.6 -0.2
H -6.7449 -0.6620 3.5442 -1.3 -1.6 -1.8
H -7.1187 -2.4830 3.2013 -0.5 2.0 -0.9
H -8.3105 -1.1183 2.4303 2.3 -0.7 0.8
H -5.4977 0.9781 1.9901 0.2 -2.2 -1.6
H -1.3815 -1.2340 -0.6803 2.0 1.7 -0.1
H -0.1894 -0.7314 -2.0491 -0.5 0.6 2.3
H 1.6979 0.0224 -0.2678 -1.9 -1.6 1.1
H 1.3277 -1.8185 -0.5073 -0.9 1.8 0.9
H -1.2489 -1.7791 2.0515 2.2 -0.9 -0.9
H -0.4560 -2.8316 0.6834 0.9 1.1 1.9
H 0.4478 -2.4408 3.8635 0.0 -1.6 -2.2
H -0.4405 -3.9763 3.1085 1.9 1.7 -0.5
H 1.4247 -3.5974 2.6063 -2.1 0.9 0.8
C -2.0694 1.4611 -4.3074 0.3 0.1 0.0
O -1.9810 0.0483 -4.3270 0.3 -0.5 -0.3
H -3.0263 1.7512 -3.8671 0.1 -0.2 0.0
H -1.2546 1.8698 -3.7047 -0.1 0.2 0.1
H -2.0094 1.8451 -5.3288 -0.1 0.2 0.0
H -1.1223 -0.1789 -4.7227 -0.5 0.1 0.3
C 4.2777 2.0626 -1.7217 -0.2 0.1 0.4
O 4.0956 2.1815 -0.3229 0.0 -0.1 0.1
H 5.3055 1.7497 -1.9209 -0.1 0.0 0.1
H 3.5879 1.3133 -2.1176 0.1 0.0 -0.3
H 4.0948 3.0293 -2.1975 0.0 -0.1 -0.3
H 3.1755 2.4601 -0.1771 0.4 0.2 0.4
C 4.5112 1.1812 -5.7485 0.2 0.1 0.0
O 4.6856 1.9627 -4.5810 0.4 0.3 0.0
H 3.5407 0.6816 -5.7000 0.2 0.1 0.1
H 4.5422 1.8276 -6.6289 -0.1 -0.2 -0.2
H 5.3027 0.4299 -5.8068 -0.1 -0.1 -0.2
H 5.5544 2.3934 -4.6525 -0.5 -0.2 0.2
C 5.6648 -0.2577 1.2946 -0.2 0.2 0.0
O 5.7172 0.6049 2.4159 0.0 0.4 0.2
H 6.2478 -1.1562 1.5099 0.0 0.2 0.1
H 4.6272 -0.5379 1.0973 0.1 -0.1 -0.2
H 6.0885 0.2489 0.4239 -0.1 -0.2 -0.2
H 5.1915 1.3926 2.1954 0.2 -0.4 0.0
C 5.1306 -3.7976 1.7584 0.1 0.1 -0.1
O 5.2190 -5.2103 1.7387 0.4 -0.6 -0.2
H 4.1737 -3.5075 2.1987 0.2 -0.1 -0.1
H 5.9454 -3.3889 2.3610 -0.1 0.3 0.0
H 5.1906 -3.4136 0.7370 -0.1 0.3 0.1
H 6.0777 -5.4376 1.3431 -0.6 0.1 0.3
```
Positions in Å, forces in eV/Å.



| no. | largest force on an atom (Eh/bohr) |
| --- | --- |
| 1 | 0.0618 |
| 2 | 0.0260 |
| 3 | 0.0602 |
| 4 | 0.1774 |